1.
Computed, not measured: a single C2HN3O3 molecule, with ωB97M-V/def2-TZVPD.

Geometry as ORCA input:
```
! RIJCOSX wB97M-V def2-TZVPD def2/J DEFGRID3
* xyz 0 1
C 0.76914 0.05771 1.19723
C -0.23710 -0.17117 0.09761
H 1.99037 -0.08936 -0.36904
N -1.54759 0.28272 0.03975
N -1.82293 0.30183 -1.19936
N 0.34851 -0.31118 -1.14823
O 2.06764 -0.19962 0.70656
O 0.54713 -0.07646 2.32330
O -0.61835 0.13315 -1.93550
*
```

## Properties
SMILES: O=C(O)c1nnon1
Total energy (Ha): -466.66692
ΔE to the lowest compared entry with this formula, charge and spin (kJ/mol): 527.53
E_LUMO (eV): -1.5

2.
Computed, not measured: C16H19N8O4S2Se3TaTe as an isolated structure, with ωB97M-V/def2-TZVPD.

Geometry as ORCA input:
```
! RIJCOSX wB97M-V def2-TZVPD def2/J DEFGRID3
* xyz 2 1
Ta -0.19133 -0.71950 1.16743
C -2.30815 2.85977 -0.62697
C -2.01883 1.51088 -0.01964
N -1.24460 1.34985 0.96185
N -0.87811 2.47412 1.66836
C 0.27026 2.45512 2.35943
N 0.46793 3.55861 3.04443
S 1.42750 1.21934 2.21459
C -2.46531 0.25878 -0.74480
C -3.46517 0.24053 -1.67199
C -3.68499 -0.86771 -2.48993
C -2.88037 -2.00471 -2.30320
C -1.96734 -1.95649 -1.29221
N -1.82422 -0.89604 -0.41427
H -2.01216 3.72874 -0.02791
H -1.70022 2.89540 -1.56640
H -3.36557 2.98795 -0.90104
H -1.66166 3.03122 1.93632
H -0.04775 4.42706 2.94621
H 1.30667 3.58080 3.70570
H -4.01693 1.10102 -1.88360
H -4.37469 -0.75477 -3.35527
H -2.99664 -2.83837 -3.00375
H -1.43064 -2.86015 -1.13706
Se -0.51338 -0.56295 3.74489
Se -2.52926 -1.22066 2.80130
Te -2.52898 -3.61105 1.93700
Se -0.07795 -3.29042 1.21579
O -0.06814 -1.78855 -4.45998
C -0.28818 -0.59867 -4.96709
O -0.79789 -0.37817 -6.03838
C 0.17889 0.60231 -4.18507
C 0.35892 1.85963 -4.72750
N 0.77996 2.59887 -3.67235
N 0.86169 1.98679 -2.50745
C 0.49097 0.70140 -2.82763
C 0.63186 -0.30193 -1.75073
O 0.90166 -1.50381 -1.93873
O 0.46084 0.19867 -0.54939
H 0.47456 -1.80877 -3.69201
H 0.25922 2.25992 -5.76325
H 0.94705 3.59726 -3.63176
S 2.22455 -1.48280 0.82167
C 2.96014 -1.85570 2.35637
N 3.83437 -1.02122 2.87087
C 4.27398 -1.47029 4.21977
C 3.40482 -2.68262 4.48038
N 2.79136 -2.93529 3.15682
H 4.19386 -0.21992 2.42916
H 4.07904 -0.59361 4.87292
H 5.36150 -1.69292 4.13529
H 2.58571 -2.42404 5.17281
H 3.87186 -3.60233 4.86254
H 1.93929 -3.54057 3.06747
*
```

## Properties
Total energy (Ha): -9685.49903
ΔE to the lowest compared entry with this formula, charge and spin (kJ/mol): 0.00
E_LUMO (eV): -6.8

3.
Computed, not measured: C20H30F6FeO15P as an isolated structure, with ωB97M-V/def2-TZVPD.

Geometry as ORCA input:
```
! RIJCOSX wB97M-V def2-TZVPD def2/J DEFGRID3
* xyz 1 5
Fe -5.06203 1.85151 -0.12642
P -0.88431 0.25691 0.66394
F -2.29434 -0.45179 0.28952
F 0.16266 -0.99754 0.42273
F -0.82516 0.59517 -1.02139
F 0.40355 1.08061 1.33758
F -1.70619 1.58413 0.75397
F -1.47466 -0.07014 2.15603
C 0.00426 6.30134 -2.86043
C 0.06945 6.91975 -1.42237
C 1.47052 6.81243 -0.73088
O 1.65167 8.11579 -0.25333
C 0.86970 8.96544 -0.78643
O 0.90347 10.19443 -0.65512
O -0.05606 8.29413 -1.53037
H -0.91933 6.57618 -3.36989
H -0.12676 5.22299 -2.77044
H 0.76748 6.78541 -3.46975
H -0.69834 6.67866 -0.68720
H 2.29334 6.57335 -1.40460
H 1.41931 6.00619 0.00087
C -4.16278 -3.89183 -7.21149
C -3.43908 -2.72249 -6.64501
C -3.20852 -1.41643 -7.30602
O -3.66129 -0.46216 -6.36763
C -4.17541 -1.05010 -5.37331
O -4.57489 -0.41338 -4.40052
O -4.39567 -2.29776 -5.63050
H -3.76789 -3.97719 -8.22385
H -5.10289 -3.45811 -7.55233
H -4.29226 -4.80183 -6.62561
H -2.50551 -3.01713 -6.16572
H -3.89927 -1.35581 -8.14702
H -2.18598 -1.28929 -7.66152
C 3.97663 -1.40849 -4.11729
C 5.42552 -1.94117 -4.12704
C 5.77486 -2.85286 -2.86641
O 6.08355 -4.11772 -3.42937
C 5.87025 -4.12172 -4.78934
O 6.18421 -5.07486 -5.55192
O 5.40395 -2.96221 -5.12037
H 3.23377 -2.20515 -4.15700
H 3.78430 -0.82038 -5.01464
H 3.81319 -0.83484 -3.20498
H 6.23597 -1.29570 -4.46560
H 4.82202 -2.86707 -2.33726
H 6.51560 -2.32076 -2.26952
C 4.91139 -0.36664 4.84699
C 4.14736 0.79304 5.29407
C 3.11662 0.42917 6.32634
O 3.39994 1.28275 7.44873
C 4.69396 1.68939 7.28443
O 5.28652 2.24948 8.11385
O 5.10722 1.36547 6.09679
H 4.24766 -0.97792 4.23551
H 5.12241 -1.10270 5.62273
H 5.84450 -0.09474 4.35356
H 3.83396 1.49965 4.52556
H 2.96344 -0.57343 6.72564
H 2.16393 0.72565 5.88749
C -5.05420 -4.69475 5.88518
C -5.82736 -3.40873 6.19816
C -4.83551 -2.40878 6.86097
O -5.15356 -1.24904 6.08328
C -5.68830 -1.72168 4.81308
O -5.84998 -0.98037 3.84354
O -6.09662 -2.94319 4.91892
H -4.68592 -5.19755 6.77942
H -4.16122 -4.52260 5.28432
H -5.77117 -5.35977 5.40371
H -6.71194 -3.58973 6.80878
H -3.81800 -2.72824 6.63580
H -4.90573 -2.43322 7.94842
*
```

## Properties
Expectation value of S²: 6.011
Total energy (Ha): -4112.50774
ΔE to the lowest compared entry with this formula, charge and spin (kJ/mol): 1372.48
E_LUMO (spin up / spin down) (eV): -5.1 / -10.6

4.
Computed, not measured: a single C6H11NS molecule, with ωB97M-V/def2-TZVPD.

Geometry as ORCA input:
```
! RIJCOSX wB97M-V def2-TZVPD def2/J DEFGRID3
* xyz 0 1
C -0.33816 1.98425 -0.48726
C 0.12626 0.60746 -0.06361
C 1.47787 0.13335 -0.56419
C 0.03198 -1.78379 -0.32161
C -0.80929 -0.53881 0.10828
C -0.22983 0.14831 1.33304
H -0.12683 2.16913 -1.55367
H -1.38599 2.18248 -0.27854
H 0.25026 2.69681 0.09759
H 1.72854 0.44297 -1.58044
H 2.24136 0.55505 0.09765
H 1.80345 -1.46524 0.53424
H -0.25947 -2.11048 -1.31286
H -0.04110 -2.64514 0.33047
H -2.97660 -1.09477 0.67010
H -0.88722 0.86465 1.82360
H 0.46777 -0.36581 1.99619
N 1.43232 -1.31679 -0.39823
S -2.50531 -0.46363 -0.43075
*
```

## Properties
SMILES: C[C@]12CNC[C@@]1(S)C2
Total energy (Ha): -688.12312
ΔE to the lowest compared entry with this formula, charge and spin (kJ/mol): 68.55
E_LUMO (eV): 0.8

5.
Computed, not measured: an isolated ion of composition C4H13N4O2 and charge +1, with ωB97M-V/def2-TZVPD.

Geometry as ORCA input:
```
! RIJCOSX wB97M-V def2-TZVPD def2/J DEFGRID3
* xyz 1 3
C 1.81113 -1.51859 1.05988
C 1.35288 -0.80313 -0.17401
C -0.13809 1.24365 0.18681
C -1.57617 1.70663 0.21846
N -1.31824 3.04704 -1.98993
N -2.07930 0.98891 -2.00581
N -1.98029 2.17250 -1.23446
N -0.04930 -0.20295 -0.12951
O -0.59579 3.88171 -1.46160
O -2.48588 0.67281 0.59497
H 1.45856 -0.93106 1.90502
H 1.51926 -2.50325 1.13274
H 3.00748 -1.51468 1.23079
H 1.53039 -1.48370 -0.97371
H 1.93633 0.02682 -0.39018
H 0.34200 1.48224 1.19296
H 0.45416 1.85499 -0.56209
H -1.57866 2.55243 0.83762
H -3.02703 0.95170 -2.16409
H -1.75466 1.21527 -2.92768
H -0.42116 -0.48336 -1.00062
H -0.66496 -0.72761 0.53753
H -3.36055 1.05980 0.46946
*
```

## Properties
Expectation value of S²: 2.008
Total energy (Ha): -529.23783
E_LUMO (spin up / spin down) (eV): -2.9 / -5.2